Entry 1:
66
Properties=species:S:1:pos:R:3:lowdin_charge:R:1 method="wB97M-V/def2-TZVPD" spin_multiplicity=1 gap_ev=8.281 e_above_lowest_ev=13.582 smiles="CC(C)C[C@H]1[C@H](COc2ccccc2)OC(=O)[C@@H]1CCCCn1cccc1.NC(N)=O"
O 1.26 1.20 2.02 0.097
O 1.47 0.33 -0.25 -0.040
O 1.45 -0.51 -3.10 -0.107
O -9.11 -3.60 1.69 0.015
N -7.92 -2.76 3.42 0.145
N -7.31 -2.29 1.28 0.158
N -3.18 0.78 0.35 -0.131
C -2.11 0.78 -0.70 -0.144
C -0.22 -2.33 -2.48 -0.001
C 2.65 0.14 -2.62 -0.136
C -1.80 2.23 -1.31 -0.162
C 2.69 0.42 -1.03 -0.217
C 1.27 -1.81 -2.55 -0.181
C 4.76 -0.29 1.64 -0.080
C 0.55 -4.60 -1.29 -0.087
C 1.52 1.32 0.81 -0.324
C 3.27 1.92 -0.74 -0.165
C 2.39 -2.73 -1.98 -0.015
C -0.58 -3.71 -1.87 -0.070
C -4.61 0.02 2.31 -0.110
C -3.44 -0.28 1.33 -0.085
C 5.36 0.80 0.59 -0.371
C 4.41 2.08 0.39 -0.147
C 1.97 2.63 -0.05 -0.138
C -0.67 3.06 -0.47 -0.171
C 2.04 -4.13 -1.36 -0.054
C -8.17 -2.93 2.10 -0.707
C 6.88 1.16 1.04 -0.101
C -5.16 1.42 1.85 -0.071
C 0.80 2.90 -1.11 -0.151
C -4.21 1.77 0.65 -0.088
H -2.76 2.88 -1.38 0.099
H -5.03 -0.58 3.18 0.069
H -1.69 -3.99 -1.84 0.091
H 2.87 -4.81 -0.92 0.093
H 5.08 2.96 0.05 0.121
H -6.02 2.06 2.25 0.082
H -7.16 -2.21 3.78 0.084
H 7.63 0.81 0.23 0.080
H 3.68 -0.03 1.93 0.074
H -2.88 -1.28 1.45 0.109
H 0.73 2.11 -1.94 0.111
H 4.74 -1.31 1.08 0.082
H -8.55 -3.22 4.07 0.105
H -4.35 2.74 0.06 0.092
H -2.48 0.05 -1.52 0.124
H 3.29 -0.47 -0.64 0.123
H -1.05 -1.65 -2.91 0.096
H 3.49 -2.40 -2.00 0.087
H -1.45 2.08 -2.40 0.116
H 5.41 -0.45 2.56 0.072
H -7.46 -2.39 0.29 0.107
H 0.29 -5.60 -0.80 0.085
H -0.99 4.17 -0.58 0.113
H 7.20 0.60 2.00 0.071
H -6.53 -1.74 1.60 0.057
H 7.01 2.28 1.28 0.076
H -0.75 2.81 0.64 0.119
H 3.62 -0.40 -2.95 0.142
H 2.69 1.17 -3.14 0.134
H 1.03 3.90 -1.67 0.128
H 4.01 2.39 1.43 0.129
H -1.19 0.28 -0.23 0.128
H 3.69 2.43 -1.68 0.149
H 5.46 0.26 -0.43 0.123
H 2.19 3.58 0.58 0.165

Entry 2:
71
Properties=species:S:1:pos:R:3:lowdin_charge:R:1 method="wB97M-V/def2-TZVPD" spin_multiplicity=5 total_charge=+3 gap_ev="8.143 / 4.559" e_above_lowest_ev=0.765 s2=6.053
Pd 0.29 0.48 -0.58 0.889
S -2.13 -1.64 0.48 0.981
S 2.29 1.11 1.26 0.551
P 0.77 3.35 -1.06 0.918
P -1.97 1.77 -0.92 0.840
O 1.67 2.19 1.96 -0.283
O -1.30 -1.05 -0.69 -0.662
O 2.61 1.30 -0.17 -0.401
N 1.45 -1.37 -0.62 0.026
N 1.37 -0.20 1.33 -0.119
N 2.85 -2.06 1.15 0.170
N 7.39 0.40 4.06 0.289
C 1.94 -1.28 0.61 -0.525
C -3.55 -2.35 -0.28 -0.447
C -5.84 -3.46 -1.38 -0.232
C 1.90 -2.34 -1.41 -0.049
C -1.90 3.45 -1.64 -0.391
C 5.05 0.83 4.15 0.066
C 6.25 0.54 3.42 -0.219
C -1.22 -3.10 0.97 -0.200
C 2.01 4.38 -0.26 -0.210
C 3.86 0.84 2.07 -0.199
C 6.20 0.39 1.99 0.062
C 1.26 3.14 -2.78 -0.213
C 3.29 -3.05 0.37 -0.054
C 5.01 0.54 1.34 -0.015
C 3.87 0.98 3.47 0.003
C -4.76 -2.20 0.39 -0.070
C -3.46 -3.03 -1.49 -0.064
C -5.90 -2.77 -0.16 -0.007
C -3.26 0.97 -1.91 -0.209
C 2.84 -3.24 -0.93 0.005
C -0.79 4.26 -1.00 -0.372
C -4.61 -3.57 -2.03 -0.005
C -7.08 -4.04 -1.98 -0.022
C -2.63 2.01 0.75 -0.218
H 1.50 -2.40 -2.41 0.137
H 7.12 0.17 1.46 0.142
H 2.96 1.22 4.00 0.138
H -2.51 -3.12 -2.01 0.117
H -6.85 -4.87 -2.65 0.090
H 1.26 4.12 -3.28 0.080
H -6.84 -2.68 0.36 0.131
H -2.91 0.82 -2.93 0.069
H -7.76 -4.40 -1.21 0.093
H -3.55 0.00 -1.49 0.023
H 2.26 2.72 -2.82 0.063
H 1.73 4.57 0.78 0.061
H 2.07 5.32 -0.81 0.081
H -7.61 -3.28 -2.56 0.102
H -3.52 2.64 0.71 0.075
H 0.58 2.48 -3.32 0.050
H -2.87 3.93 -1.51 0.111
H -0.28 -2.78 1.41 0.044
H -1.74 3.35 -2.72 0.093
H 4.03 -3.71 0.80 0.131
H -2.89 1.05 1.19 0.030
H -4.13 1.63 -1.92 0.077
H -0.64 5.22 -1.50 0.117
H -1.82 -3.60 1.74 0.082
H 5.10 0.94 5.22 0.144
H -1.08 -3.75 0.11 0.074
H -4.56 -4.10 -2.97 0.128
H 8.26 0.20 3.58 0.162
H 7.45 0.51 5.07 0.163
H 3.21 -4.05 -1.54 0.126
H -1.88 2.48 1.39 0.054
H 2.98 3.89 -0.29 0.054
H 4.96 0.45 0.26 0.130
H -4.81 -1.67 1.33 0.116
H -1.01 4.49 0.05 0.099